# 1
Computed, not measured: a molecular structure, C47H88InO29 at a distorted geometry, with the ωB97M-V functional and the def2-TZVPD basis.

**LUMO energy**: 1.75 eV
**HOMO level**: -4.6 eV
**Kohn-Sham gap**: 6.3 eV
**Net charge**: -1

Last column: Mulliken charge in e.
Cartesian coordinates (Å):
C -3.940 6.890 -1.609  -1.4527
C -2.893 7.199 -0.555  0.9490
C -2.539 8.676 -0.449  -1.3680
C -2.321 6.251 0.189  -0.8267
C -0.939 6.480 0.805  -0.3138
C -0.633 5.455 1.923  -1.1908
C 0.476 4.443 1.547  1.2499
C 1.848 5.115 1.732  -1.4872
C 0.387 3.289 2.581  -0.8394
C 1.333 2.104 2.281  -1.4383
In 0.243 0.259 1.580  1.0616
O -0.086 0.468 -0.466  -0.8347
C 1.387 -1.610 2.024  -1.3058
C 2.257 -2.124 0.862  0.9898
C 3.202 -1.033 0.366  -1.3269
O 1.354 -2.582 -0.157  -0.1129
C 1.579 -3.905 -0.569  0.2199
C 2.149 -4.040 -1.975  0.4298
C 3.499 -3.974 -2.231  -0.1512
C 3.953 -4.094 -3.514  -0.5544
C 3.098 -4.305 -4.563  -0.6370
C 1.753 -4.357 -4.302  -0.4870
C 1.285 -4.223 -3.022  -0.5035
H -4.059 5.818 -1.754  0.3525
H -3.586 7.364 -2.532  0.3362
H -4.887 7.375 -1.345  0.3362
H -1.666 8.832 -1.095  0.2781
H -3.371 9.256 -0.854  0.3895
H -2.334 8.961 0.581  0.3802
H -2.782 5.281 0.358  0.4219
H -0.898 7.477 1.251  0.3143
H -0.233 6.424 -0.028  0.3081
H -1.522 4.888 2.211  0.4563
H -0.271 5.983 2.812  0.4246
H 0.333 4.087 0.521  -0.4246
H 2.660 4.389 1.757  0.4005
H 1.825 5.597 2.717  0.3674
H 2.053 5.881 0.976  0.3671
H 0.697 3.745 3.534  0.2262
H -0.663 2.991 2.673  0.4465
H 2.162 2.367 1.616  0.3736
H 1.806 1.823 3.233  0.3524
H -1.292 0.177 2.511  -0.4299
H 0.597 -0.027 -0.932  0.2603
H 2.078 -1.416 2.858  0.5460
H 0.672 -2.376 2.348  -0.0086
H 2.896 -2.915 1.285  -0.1809
H 2.665 -0.123 0.083  0.1174
H 3.772 -1.368 -0.508  0.3877
H 3.896 -0.802 1.178  0.3542
H 0.588 -4.382 -0.630  0.1554
H 2.156 -4.497 0.151  -0.3467
H 4.183 -3.813 -1.403  0.4096
H 5.020 -4.022 -3.706  0.3516
H 3.507 -4.398 -5.562  0.4150
H 1.057 -4.501 -5.123  0.4185
H 0.214 -4.259 -2.849  0.3991
C -0.960 12.307 -5.356  -0.6439
O -1.825 11.939 -4.282  -0.2984
C -2.174 12.948 -3.486  0.8195
O -1.827 14.096 -3.606  -0.5640
O -2.973 12.468 -2.535  -0.2691
C -3.428 13.445 -1.598  -0.5389
H -0.754 11.402 -5.921  0.2197
H -1.444 13.031 -6.009  0.2908
H -0.022 12.708 -4.975  0.2887
H -4.014 14.215 -2.098  0.3024
H -2.589 13.890 -1.065  0.1917
H -4.062 12.925 -0.884  0.2157
C -0.862 2.493 -2.331  -0.0778
O -0.125 2.973 -3.478  -0.3463
C -0.342 2.289 -4.584  0.8042
O -1.078 1.342 -4.713  -0.5556
O 0.429 2.798 -5.562  -0.3603
C 0.300 2.090 -6.788  -0.4857
H -0.591 3.120 -1.488  -0.2001
H -1.937 2.575 -2.496  0.2798
H -0.580 1.468 -2.103  0.3177
H -0.723 2.137 -7.160  0.2879
H 0.603 1.053 -6.651  0.1235
H 0.957 2.560 -7.515  0.2747
C -1.060 -5.746 2.007  -0.8712
O -0.060 -6.714 1.643  0.2877
C -0.544 -7.881 1.227  0.5878
O -1.707 -8.179 1.137  -0.5891
O 0.487 -8.670 0.927  -0.2558
C 0.118 -9.970 0.463  -0.6843
H -0.536 -4.848 2.323  0.0086
H -1.688 -5.505 1.152  0.3572
H -1.665 -6.111 2.834  0.4009
H -0.465 -9.899 -0.454  0.2869
H -0.442 -10.509 1.226  0.2601
H 1.041 -10.505 0.256  0.2364
C -4.043 -11.026 1.850  -0.6217
O -3.019 -11.959 1.491  -0.2188
C -3.469 -13.140 1.079  0.7539
O -4.623 -13.470 0.989  -0.5475
O -2.414 -13.903 0.778  -0.3019
C -2.751 -15.210 0.317  -0.6441
H -3.547 -10.111 2.163  0.1426
H -4.678 -10.804 0.995  0.3159
H -4.639 -11.408 2.678  0.3250
H -3.337 -15.156 -0.599  0.2939
H -3.295 -15.761 1.083  0.2922
H -1.816 -15.724 0.109  0.2155
C 0.631 -1.792 -11.804  -0.6336
O 0.014 -1.283 -10.623  -0.3204
C 0.413 -1.882 -9.496  0.7811
O 1.216 -2.775 -9.424  -0.5482
O -0.231 -1.319 -8.479  -0.2929
C 0.099 -1.863 -7.195  -0.8562
H 0.227 -1.228 -12.640  0.2144
H 1.710 -1.648 -11.767  0.2933
H 0.394 -2.846 -11.938  0.2904
H 1.156 -1.716 -6.980  0.3482
H -0.160 -2.919 -7.148  0.3629
H -0.487 -1.323 -6.455  0.3542
C 0.534 16.282 3.573  -0.6322
O 0.105 15.429 2.512  -0.3113
C 0.631 15.729 1.323  0.7711
O 1.401 16.625 1.098  -0.5422
O 0.153 14.863 0.431  -0.2629
C 0.633 15.064 -0.901  -0.6156
H 0.040 15.935 4.477  0.2199
H 1.612 16.214 3.710  0.2912
H 0.240 17.313 3.381  0.2897
H 1.715 14.948 -0.943  0.3613
H 0.340 16.045 -1.272  0.3191
H 0.173 14.304 -1.527  0.0954
C 6.781 -7.509 3.070  -0.7225
O 5.808 -6.471 3.155  -0.3263
C 4.587 -6.829 2.734  0.7544
O 4.285 -7.915 2.314  -0.5787
O 3.781 -5.781 2.863  -0.3192
C 2.428 -6.020 2.440  -0.9433
H 7.718 -7.096 3.437  0.2526
H 6.497 -8.355 3.696  0.3033
H 6.914 -7.829 2.038  0.3085
H 1.966 -6.800 3.040  0.6246
H 2.399 -6.281 1.387  0.4127
H 1.875 -5.096 2.587  0.1775
C -4.034 -2.430 1.655  -0.4799
O -4.615 -2.048 2.904  -0.3143
C -4.160 -2.739 3.942  0.8182
O -3.344 -3.625 3.906  -0.5253
O -4.768 -2.288 5.044  -0.3498
C -4.366 -2.949 6.241  -0.6249
H -4.474 -1.806 0.883  0.2201
H -2.958 -2.263 1.666  0.1790
H -4.258 -3.473 1.432  0.2794
H -3.301 -2.807 6.419  0.2888
H -4.604 -4.011 6.194  0.2819
H -4.925 -2.496 7.056  0.2128
C 3.752 -6.120 5.612  -0.4520
O 3.429 -6.393 6.983  -0.3650
C 2.226 -5.962 7.353  0.7828
O 1.430 -5.394 6.654  -0.5368
O 2.049 -6.273 8.642  -0.3357
C 0.788 -5.865 9.169  -0.6211
H 4.745 -6.520 5.438  0.2050
H 3.049 -6.617 4.953  0.1735
H 3.766 -5.050 5.423  0.3233
H -0.028 -6.353 8.639  0.2906
H 0.680 -4.782 9.114  0.2901
H 0.767 -6.171 10.212  0.2075

---

# 2
Computed, not measured: a molecular structure, C47H89Cl26N5O3PS at a distorted geometry, with the ωB97M-V functional and the def2-TZVPD basis.

**LUMO energy**: -2.44 eV
**HOMO level**: -11.4 eV
**Kohn-Sham gap**: 9.0 eV
**Net charge**: +1

Last column: Mulliken charge in e.
Cartesian coordinates (Å):
C -3.033 -0.436 3.736  0.2551
C -4.001 -1.535 3.226  -0.8524
C -3.514 -2.289 1.959  -0.3220
C -2.215 -3.110 2.203  -0.8201
C -1.405 -3.383 0.913  1.4594
C -0.025 -4.001 1.314  -1.0136
C 0.991 -2.979 1.860  -0.9730
C 1.593 -1.972 0.781  0.4873
C 1.917 -2.739 -0.500  1.0072
C 3.205 -3.191 -0.815  -0.4468
C 3.491 -3.924 -1.957  -1.3415
C 2.497 -4.249 -2.868  -0.9607
C 1.207 -3.814 -2.582  -0.9489
C 0.940 -3.086 -1.440  0.2742
N 0.590 -0.904 0.645  0.6414
C 1.027 0.366 -0.069  2.7771
C 0.665 0.153 -1.568  -2.8612
O -0.631 -0.435 -1.748  -0.2601
N -0.838 -0.820 -3.063  -0.0786
O -1.854 -1.400 -3.123  -0.3913
C 0.012 1.407 0.574  -2.3784
Cl -1.646 0.670 0.806  0.3749
C -0.350 2.702 -0.183  0.3479
C -0.979 3.707 0.849  -1.0497
Cl 0.873 3.668 -1.064  -0.1146
C 2.552 0.715 0.075  -0.0780
S 2.911 2.223 1.119  0.0084
P 3.552 1.015 -1.590  -0.0217
N 5.001 1.795 -1.055  -0.4801
O 2.876 2.107 -2.578  -0.3969
N 3.453 -0.340 0.668  0.5057
C 2.845 -1.409 1.514  -2.2449
C 2.705 -1.050 3.016  -1.2179
N 3.271 -2.085 3.915  -0.2105
C 2.345 -2.250 5.053  -0.5921
H -3.048 -0.294 4.833  -0.1862
H -1.988 -0.596 3.416  -0.3604
H -3.334 0.528 3.288  0.2886
H -4.949 -1.037 2.959  0.3592
H -4.196 -2.287 4.009  0.3411
H -4.308 -3.016 1.707  0.3423
H -3.395 -1.601 1.104  0.0741
H -2.495 -4.067 2.679  0.3969
H -1.628 -2.562 2.967  0.1465
H -1.951 -4.171 0.368  -0.5983
H -1.312 -2.490 0.282  -0.4984
H -0.268 -4.687 2.150  0.8544
H 0.383 -4.661 0.530  0.1009
H 0.462 -2.434 2.659  -0.4278
H 1.838 -3.545 2.287  0.8034
H 4.068 -2.987 -0.167  0.3855
H 4.501 -4.289 -2.158  0.4321
H 2.739 -4.853 -3.744  0.4611
H 0.414 -4.072 -3.290  0.8180
H -0.107 -2.823 -1.277  0.0828
H 0.492 -0.587 1.612  0.0785
H 0.623 1.130 -2.068  1.0773
H 1.371 -0.530 -2.071  0.4049
H 0.284 1.643 1.615  1.0789
H -1.172 2.484 -0.884  0.2770
H -1.563 3.217 1.635  0.4395
H -1.488 4.528 0.330  -0.4163
H -0.106 4.169 1.354  0.3940
H 2.364 1.853 2.313  0.0961
H 5.360 1.370 -0.207  0.3072
H 4.858 2.800 -0.953  0.1411
H 3.091 1.878 -3.497  0.3638
H 4.006 -0.841 -0.055  0.8670
H 4.172 0.115 1.244  0.8971
H 3.570 -2.244 1.517  0.5382
H 1.680 -0.843 3.353  0.2330
H 3.273 -0.105 3.176  0.5724
H 4.136 -1.690 4.271  0.3137
H 2.807 -2.942 5.774  0.1197
H 2.104 -1.287 5.549  0.3578
H 1.383 -2.694 4.754  0.1680
Cl -0.526 -6.135 -1.619  -0.1142
C -1.934 -6.845 -2.455  -0.1287
C -3.038 -5.842 -2.659  -0.3999
Cl -3.814 -5.368 -1.121  -0.2156
H -2.273 -7.702 -1.876  0.4067
H -1.580 -7.203 -3.421  -0.0793
H -3.816 -6.273 -3.282  0.2672
H -2.673 -4.939 -3.144  0.3068
Cl -0.249 9.743 -0.086  -0.1977
C 0.156 8.006 -0.027  0.1261
C -0.835 7.164 -0.789  0.4346
Cl -2.435 7.121 -0.002  -0.2301
H 0.213 7.708 1.018  0.3433
H 1.148 7.894 -0.475  -0.3238
H -0.479 6.135 -0.839  -0.5041
H -0.970 7.529 -1.805  0.4261
Cl -1.062 1.068 6.546  -0.1242
C -2.102 2.059 7.611  -0.6668
C -3.402 1.369 7.941  0.1214
Cl -4.475 1.234 6.522  -0.1714
H -2.269 3.016 7.122  0.3910
H -1.538 2.236 8.527  0.3415
H -3.942 1.943 8.693  0.3838
H -3.234 0.366 8.333  -0.2709
Cl -0.457 -7.405 -5.975  -0.1570
C -1.889 -8.079 -6.799  -0.6002
C -2.990 -7.066 -6.985  -0.2416
Cl -3.750 -6.589 -5.444  -0.1934
H -2.228 -8.938 -6.224  0.3531
H -1.552 -8.431 -7.773  0.3643
H -3.778 -7.492 -7.606  0.3604
H -2.625 -6.164 -7.469  0.0776
Cl 4.617 -4.926 7.474  -0.1806
C 4.542 -6.507 6.651  -0.4228
C 3.688 -6.458 5.409  -0.4715
Cl 1.962 -6.234 5.789  -0.1759
H 4.170 -7.241 7.363  0.3186
H 5.564 -6.775 6.386  0.2983
H 3.772 -7.398 4.865  0.3820
H 3.995 -5.652 4.746  0.2517
Cl -0.287 -4.586 -6.876  -0.1386
C -1.421 -3.380 -7.545  -0.4929
C -1.125 -1.986 -7.051  -0.6125
Cl -1.466 -1.787 -5.308  0.1425
H -2.432 -3.691 -7.286  0.2705
H -1.319 -3.414 -8.629  0.4315
H -1.752 -1.269 -7.582  0.3246
H -0.083 -1.720 -7.220  0.2749
Cl -4.223 2.121 0.473  0.0367
C -5.343 3.328 -0.216  -0.6653
C -5.111 4.706 0.354  0.2498
Cl -5.574 4.808 2.071  -0.1909
H -6.360 2.987 -0.036  0.3387
H -5.172 3.341 -1.293  0.2452
H -5.719 5.433 -0.182  0.3953
H -4.068 5.003 0.269  -0.3548
Cl 2.649 7.371 -1.939  -0.1019
C 2.840 9.097 -2.364  -0.5390
C 4.171 9.375 -3.013  -0.5403
Cl 5.527 9.193 -1.873  -0.1372
H 2.704 9.684 -1.457  0.3652
H 2.034 9.345 -3.053  0.3496
H 4.197 10.402 -3.375  0.3668
H 4.349 8.711 -3.857  0.2900
Cl -1.525 2.705 -7.036  -0.1961
C -1.469 3.597 -5.492  -0.3837
C -0.339 3.135 -4.609  -0.3307
Cl -0.610 1.478 -3.997  0.3176
H -2.432 3.479 -5.000  0.1334
H -1.340 4.649 -5.740  0.4180
H -0.259 3.787 -3.739  0.0585
H 0.615 3.149 -5.134  0.3483
Cl -0.340 -0.093 11.623  -0.1859
C -0.450 -1.677 10.815  -0.4435
C -1.287 -1.616 9.563  -0.2465
Cl -3.012 -1.339 9.920  -0.2136
H -0.850 -2.394 11.529  0.3309
H 0.567 -1.977 10.564  0.3011
H -1.224 -2.564 9.029  0.3176
H -0.950 -0.825 8.895  0.1517
Cl -5.076 4.269 -5.410  -0.2011
C -5.069 2.617 -6.087  0.0028
C -5.904 2.511 -7.338  -0.5073
Cl -7.644 2.689 -7.001  -0.1848
H -5.419 1.935 -5.314  0.3172
H -4.031 2.372 -6.315  -0.0703
H -5.767 1.528 -7.788  0.3185
H -5.623 3.265 -8.070  0.3296
Cl 7.950 7.654 -0.404  -0.1528
C 8.329 5.919 -0.338  -0.5163
C 7.307 5.097 -1.080  -0.4926
Cl 5.723 5.109 -0.253  -0.1694
H 8.396 5.626 0.708  0.3280
H 9.311 5.788 -0.792  0.3306
H 7.632 4.058 -1.132  0.3538
H 7.160 5.460 -2.094  0.3356